Entry from the Open Molecules 2025 dataset: a 2-piece molecular cluster, C31H57F2N2O2P2 overall in a non-equilibrium geometry (wB97M-V/def2-TZVPD).

Computed properties:
* LUMO energy: 2.4 eV
* total charge: -1
* molecular weight: 589.75 u
* frontier orbital gap: 0.256 Eh

Structure (XYZ):
```
96
Properties=species:S:1:pos:R:3:forces:R:3:lowdin_charge:R:1
P 0.842 -0.140 1.057 -1.1478 0.4461 -1.7192 0.384
P 0.664 -2.074 2.087 0.4325 0.2151 3.0836 0.604
F 1.831 0.897 -3.732 -1.0368 0.2633 1.7633 -0.079
F 4.363 -0.104 -2.803 -1.6849 -1.2504 1.2378 -0.094
O 2.099 -0.971 0.131 1.3481 1.1934 -1.9016 -0.412
O 0.769 1.177 -0.114 2.4703 -0.7536 -1.1050 -0.352
N 0.811 -1.997 3.690 -0.0297 0.2648 -0.4397 -0.414
N 7.385 -3.094 0.127 0.8911 0.0115 0.3844 0.062
C 7.662 -3.428 1.399 -0.3224 0.1058 -0.5601 -0.133
C -6.056 0.480 0.448 -1.1266 -0.2338 0.2861 -0.213
C 4.830 -3.354 -2.003 0.2688 0.5291 1.0894 -0.135
C -3.564 2.213 -0.334 0.6918 0.7027 -0.9138 -0.201
C 8.924 -3.337 1.963 0.1459 0.0599 -0.1136 -0.078
C -3.776 3.916 2.533 -0.3698 -0.6762 -0.8748 -0.206
C -4.555 -1.636 -0.376 1.3782 0.4432 0.3511 -0.227
C -0.492 2.370 1.917 -1.1014 -0.5818 1.3105 -0.225
C 3.544 -0.970 -1.935 0.6632 -0.8286 1.4597 -0.200
C -3.876 -3.049 0.111 -0.2678 0.8487 -0.0126 -0.214
C -5.652 -1.067 0.655 0.5949 -0.7669 0.2898 -0.215
C 9.709 -2.526 -0.148 0.0207 -0.0388 0.1499 -0.080
C 9.966 -2.877 1.170 0.0604 -0.0033 0.0389 -0.090
C -3.956 3.794 -0.177 1.2836 -0.2506 -0.3899 -0.200
C -4.436 1.514 -1.488 -0.1199 0.1464 -0.5214 -0.221
C 1.780 1.065 -1.174 0.2033 0.7848 0.1357 -0.226
C -0.482 0.746 2.134 -0.2833 1.2799 0.7151 -0.300
C 0.049 3.068 -4.045 -0.4988 0.9839 0.0411 -0.137
C -2.853 2.767 3.184 0.5086 0.3758 1.3932 -0.214
C 2.830 -0.115 -0.776 -0.2377 1.1291 -0.7035 -0.273
C 4.620 -1.952 -1.192 0.3788 -0.3664 -0.9735 -0.183
C 2.351 0.532 2.043 3.5810 4.4857 5.5563 -0.181
C -5.913 1.039 -1.055 -0.3799 0.0174 -0.0177 -0.217
C 0.975 0.984 -2.563 -1.1324 0.2435 0.6689 -0.203
C 8.411 -2.650 -0.618 -0.5966 -0.2015 0.2465 -0.144
C 0.006 2.285 -2.636 0.0891 0.6368 -0.5069 -0.182
C -2.583 -3.330 -2.264 -0.1891 -0.3318 -0.3655 -0.136
C 3.115 1.201 2.897 -2.5450 -3.6621 -3.9420 0.013
C -1.270 3.078 3.179 0.6620 0.0434 -0.8293 -0.212
C -3.483 -4.018 -1.113 0.4111 0.1371 0.8126 -0.265
C -3.264 4.486 1.113 -1.0322 0.8196 -0.4589 -0.216
H -3.980 4.814 3.229 0.6546 -1.5875 -0.8235 0.105
H 2.790 -1.599 -2.540 1.2857 1.2953 0.5696 0.156
H -4.817 3.429 2.337 1.6159 0.8945 0.3496 0.104
H 0.276 0.065 -2.585 1.4301 1.2001 0.0536 0.154
H 0.578 2.775 1.911 -1.5989 -0.6575 -0.3278 0.101
H 5.210 -3.168 -3.069 -0.8998 -0.3041 1.4412 0.073
H -1.079 4.215 3.056 -0.4419 -1.6636 0.4428 0.102
H -4.453 -4.441 -1.566 1.5370 0.5256 0.6926 0.099
H 4.331 -2.193 -0.109 0.1680 0.5025 -1.6856 0.112
H -2.992 1.720 2.731 -0.0653 1.6946 0.5035 0.085
H -1.087 1.978 -2.442 1.7683 0.3303 -0.2179 0.095
H 1.099 3.168 -4.507 -1.6771 -0.4613 0.7830 0.073
H -3.885 0.622 -1.992 -0.7825 1.5146 1.1326 0.097
H -3.669 -0.878 -0.372 -1.5791 -1.1838 -0.1572 0.101
H -0.217 -0.693 0.203 0.1403 -0.2569 0.1081 0.000
H -0.294 4.160 -3.821 0.5152 -1.8201 -0.4216 0.070
H -2.496 -2.188 -2.194 -0.1905 -1.6769 0.1229 0.060
H -3.532 1.654 0.665 -0.3098 0.7747 -1.5328 0.082
H -3.586 5.607 1.074 0.6170 -1.8226 0.0253 0.106
H -2.834 -4.871 -0.656 -1.4333 1.2335 -0.8758 0.105
H -3.089 -3.561 -3.287 1.1802 0.3671 1.6587 0.073
H 0.994 -1.016 3.955 -0.0170 -0.7068 -0.1290 -0.096
H -3.170 2.688 4.302 0.3829 -0.0085 -1.8980 0.108
H -6.279 0.219 -1.798 0.6441 1.3634 1.3096 0.110
H 6.816 -3.786 1.977 0.0567 0.0322 0.0178 0.109
H -0.711 2.672 -4.830 1.5060 0.4061 1.3171 0.075
H -5.082 3.995 -0.264 1.5142 -0.4197 0.4843 0.105
H -4.624 -3.535 0.834 1.0961 0.3361 -1.1471 0.099
H -5.532 1.139 1.251 -0.7158 -1.0732 -1.6705 0.097
H 5.644 -3.945 -1.446 -1.2326 0.8542 -0.8553 0.042
H 0.275 3.066 -1.818 -0.2694 -1.6096 -1.2800 0.118
H -1.106 2.600 0.977 1.3766 -0.1920 1.2001 0.070
H -5.191 -1.183 1.718 -0.7844 0.1852 -1.7642 0.116
H 2.381 2.062 -1.111 -0.9759 -1.5728 -0.6358 0.161
H -1.503 0.292 1.860 1.4343 0.6427 0.3010 0.070
H 10.969 -2.793 1.575 -0.0675 -0.0018 -0.0269 0.101
H 5.648 -1.413 -1.163 -1.8904 -0.6995 -0.0315 0.101
H -1.511 -3.775 -2.226 -1.8710 0.8528 -0.2570 0.078
H -6.671 1.911 -1.184 1.3699 -1.3107 0.3008 0.103
H 3.859 -3.960 -1.936 1.3886 0.8677 -0.5088 0.072
H -0.739 2.728 4.154 -1.0844 0.6052 -1.6108 0.110
H 9.089 -3.619 2.996 -0.0434 0.0150 -0.0554 0.099
H 10.499 -2.164 -0.795 -0.0644 -0.0085 0.0164 0.098
H -7.190 0.555 0.713 1.9005 -0.0782 -0.4199 0.106
H -2.465 2.227 -0.722 -1.8250 -0.1495 0.8069 0.095
H -3.469 4.307 -1.105 -0.9705 -0.8132 1.4613 0.111
H -0.336 0.591 3.263 -0.0227 -0.0163 -1.6481 0.072
H -0.662 -2.613 1.811 0.9126 0.0317 -0.5983 -0.044
H 3.719 0.510 -0.361 -1.3625 -1.3911 0.1817 0.150
H 8.159 -2.385 -1.640 0.0336 0.0092 0.0111 0.106
H -2.935 -2.789 0.747 -1.5828 -0.4715 -1.1834 0.098
H 1.673 -2.950 1.564 -0.8940 -0.0721 -0.3196 -0.033
H -4.557 2.300 -2.340 0.2014 -1.2749 1.3978 0.112
H -6.562 -1.796 0.639 1.3535 1.4569 -0.0701 0.112
H 4.013 1.518 3.545 -2.0786 -0.6537 -1.4806 0.021
H -2.125 4.486 0.970 -1.6876 -0.1985 0.4266 0.098
H -4.920 -1.686 -1.474 0.3537 -0.0555 1.8515 0.111
```
Forces are in eV/Å.